DFT (wB97M-V/def2-TZVPD) results for a structure of composition C49H54Cl3IN5O10P4Y in a non-equilibrium geometry.

Each line ends with the Mulliken charge.
Positions of all 127 atoms, in Å:
Y1 0.067 -0.228 1.194  -0.38
C1 5.220 -1.378 3.518  -1.12
N1 3.787 -1.628 3.432  0.79
C2 3.133 -1.932 4.709  -0.98
P1 3.000 -1.634 2.015  -0.15
O1 1.518 -1.664 2.172  -0.54
O2 3.646 -0.408 1.205  -0.53
P2 3.224 0.930 0.389  -1.25
O3 1.781 0.874 0.001  1.40
N2 4.175 0.845 -0.928  1.56
C3 3.966 -0.314 -1.795  -1.25
C4 5.434 1.545 -1.121  -1.22
N3 3.742 2.228 1.219  0.49
C5 2.890 3.423 1.262  -0.52
C6 4.648 2.102 2.363  -0.92
N4 3.436 -2.876 1.017  1.05
C7 2.831 -4.180 1.318  -1.13
C8 4.805 -2.994 0.522  -0.93
H1 5.408 -0.555 4.212  0.37
H2 5.637 -1.110 2.550  0.25
H3 5.746 -2.262 3.884  0.33
H4 3.212 -1.078 5.381  0.30
H5 3.611 -2.803 5.164  0.36
H6 2.080 -2.136 4.557  0.14
H7 3.035 -0.820 -1.538  -0.27
H8 4.791 -1.028 -1.702  0.42
H9 3.896 0.004 -2.836  0.33
H10 5.478 2.434 -0.499  0.28
H11 5.513 1.848 -2.168  0.30
H12 6.293 0.905 -0.888  0.27
H13 2.185 3.424 0.433  -0.16
H14 3.522 4.312 1.178  0.42
H15 2.328 3.467 2.199  0.16
H16 5.140 1.133 2.360  0.17
H17 4.100 2.203 3.300  0.26
H18 5.418 2.876 2.304  0.40
H19 1.839 -4.051 1.744  0.22
H20 3.448 -4.760 2.016  0.34
H21 2.729 -4.745 0.390  0.32
H22 5.228 -2.012 0.321  0.08
H23 4.793 -3.554 -0.415  0.34
H24 5.455 -3.524 1.231  0.23
Cl1 -1.563 -7.032 -1.121  -0.30
C9 -0.883 -5.438 -0.932  0.32
C10 0.067 -5.003 -1.800  -0.55
C11 0.622 -3.712 -1.681  0.03
I1 2.189 -3.267 -2.979  -0.01
C12 0.201 -2.782 -0.730  -0.24
O4 0.601 -1.558 -0.627  1.20
C13 -0.728 -3.319 0.247  -1.63
N5 -0.969 -2.526 1.333  2.33
C14 -1.649 -3.016 2.344  -1.06
C15 -2.269 -4.274 2.309  -1.50
C16 -2.106 -5.058 1.207  -1.18
C17 -1.266 -4.622 0.157  0.81
H25 0.409 -5.661 -2.587  0.48
H26 -1.713 -2.409 3.240  0.74
H27 -2.861 -4.600 3.155  0.50
H28 -2.572 -6.033 1.139  0.50
O5 -2.267 -0.452 4.615  -0.70
C18 -2.331 -0.222 3.432  -0.31
O6 -1.368 0.224 2.658  0.54
C19 -3.608 -0.456 2.622  -1.38
P3 -3.253 0.019 0.880  2.56
C20 -3.711 1.803 0.886  -0.27
C21 -3.723 2.591 2.036  -0.76
C22 -4.054 3.942 1.965  -0.74
C23 -4.373 4.524 0.745  -0.69
C24 -4.342 3.754 -0.411  -0.86
C25 -4.005 2.409 -0.338  -0.27
C26 -4.767 -0.733 0.099  0.64
C27 -6.033 -0.155 0.009  -0.86
C28 -7.107 -0.881 -0.497  -0.73
C29 -6.938 -2.196 -0.910  -0.60
C30 -5.686 -2.790 -0.811  -0.63
C31 -4.615 -2.059 -0.314  -0.19
H29 -4.440 0.114 3.025  0.82
H30 -3.872 -1.509 2.669  0.54
H31 -3.455 2.171 2.999  0.28
H32 -4.056 4.538 2.871  0.42
H33 -4.637 5.574 0.697  0.38
H34 -4.575 4.199 -1.372  0.47
H35 -3.988 1.818 -1.250  0.40
H36 -6.191 0.862 0.339  0.45
H37 -8.085 -0.417 -0.557  0.42
H38 -7.779 -2.758 -1.299  0.40
H39 -5.542 -3.818 -1.125  0.48
H40 -3.636 -2.531 -0.240  0.03
Cl2 -0.451 2.532 1.225  -0.09
C32 -0.737 3.478 -0.203  0.28
C33 -0.871 4.840 0.023  -0.35
C34 -1.128 5.682 -1.042  -0.84
C35 -1.256 5.151 -2.320  -0.99
C36 -1.108 3.788 -2.520  -0.87
C37 -0.836 2.907 -1.469  -0.04
P4 -0.521 1.085 -1.707  2.60
C38 -1.822 0.620 -2.947  0.19
C39 -1.886 1.088 -4.266  0.09
C40 -2.929 0.723 -5.101  -1.04
C41 -3.926 -0.136 -4.649  -0.83
C42 -3.843 -0.665 -3.371  -0.46
C43 -2.788 -0.297 -2.541  0.26
C44 0.915 1.204 -2.876  0.72
C45 1.107 0.190 -3.816  -0.77
C46 2.113 0.280 -4.771  -0.93
C47 2.960 1.381 -4.790  -0.91
C48 2.811 2.374 -3.830  -0.50
C49 1.801 2.281 -2.878  -0.51
H41 -0.785 5.223 1.035  0.49
H42 -1.233 6.747 -0.872  0.40
H43 -1.464 5.800 -3.165  0.42
H44 -1.207 3.403 -3.524  0.31
H45 -1.094 1.709 -4.668  0.41
H46 -2.959 1.104 -6.117  0.43
H47 -4.748 -0.408 -5.300  0.40
H48 -4.592 -1.362 -3.013  0.41
H49 -2.697 -0.744 -1.562  -0.51
H50 0.448 -0.670 -3.818  0.80
H51 2.229 -0.512 -5.502  0.45
H52 3.740 1.458 -5.541  0.35
H53 3.474 3.234 -3.829  0.47
H54 1.695 3.070 -2.141  0.10
O7 2.474 1.333 4.772  -0.77
Cl3 1.245 1.065 4.065  2.29
O8 0.312 2.138 4.227  -0.65
O9 0.709 -0.205 4.445  -0.54
O10 1.586 0.977 2.592  -0.78

Largest force on an atom ... 1.52 eV/A
Molecular weight ... 1319.06 g mol⁻¹
Relative energy (zero: lowest compared OMol25 entry of this formula, charge and spin) ... 15.09 kcal per mole
Total charge ... 0
Orbital gap ... 7.549 eV


DFT (wB97M-V/def2-TZVPD) results for a structure of composition C23H41AuN2OP3 in a non-equilibrium geometry.

Each line ends with the Löwdin spin population.
Positions of all 71 atoms, in Å:
Au1 0.428 -1.190 -0.370  0.31
P1 -1.770 -1.921 0.250  0.09
P2 1.401 -1.212 1.974  0.26
P3 2.001 -2.123 -1.806  0.04
H1 -0.300 4.380 -3.782  0.00
C1 -0.437 3.412 -4.289  0.13
C2 -1.634 2.865 -4.355  0.04
H2 -2.507 3.347 -3.879  0.00
C3 -2.878 -0.685 0.980  0.01
C4 -1.839 -3.354 1.380  0.00
C5 -2.534 -2.481 -1.298  0.05
C6 2.786 -0.037 2.138  0.05
C7 0.296 -0.782 3.371  0.04
C8 2.131 -2.807 2.538  0.03
C9 1.308 -2.116 -3.492  0.03
C10 2.431 -3.852 -1.457  0.00
C11 3.540 -1.178 -1.775  0.00
H3 0.437 3.045 -4.841  0.01
H4 -1.884 2.034 -5.035  0.00
H5 -2.989 0.180 0.309  0.00
H6 -2.462 -0.327 1.931  0.00
H7 -3.870 -1.127 1.165  0.00
H8 -1.479 -3.078 2.380  0.00
H9 -1.211 -4.168 0.993  0.00
H10 -2.878 -3.710 1.457  0.00
H11 -2.625 -1.623 -1.979  0.00
H12 -3.523 -2.911 -1.087  0.01
H13 -1.889 -3.238 -1.766  0.00
H14 3.642 -0.541 2.609  0.01
H15 2.495 0.823 2.756  0.00
H16 3.075 0.316 1.141  0.00
H17 0.448 -1.489 4.201  0.01
H18 -0.758 -0.814 3.066  0.00
H19 0.525 0.232 3.725  0.00
H20 3.159 -2.638 2.897  0.00
H21 2.148 -3.529 1.709  0.00
H22 1.527 -3.213 3.364  0.00
H23 1.702 -2.992 -4.031  0.00
H24 1.576 -1.191 -4.029  0.00
H25 0.210 -2.193 -3.419  0.00
H26 2.909 -4.302 -2.338  0.00
H27 1.523 -4.421 -1.217  0.00
H28 3.125 -3.905 -0.608  0.00
H29 4.259 -1.607 -2.486  0.00
H30 3.974 -1.204 -0.765  0.00
H31 3.332 -0.135 -2.048  0.00
C12 -2.168 2.086 -1.355  0.01
C13 -1.002 3.074 -1.299  0.05
C14 0.299 2.401 -1.371  0.13
C15 0.443 1.323 -2.214  0.10
C16 -0.708 0.645 -2.727  0.07
C17 -1.973 0.985 -2.283  0.27
O1 -3.133 2.323 -0.605  0.17
H32 -1.204 3.540 -0.332  0.00
H33 -1.108 3.802 -2.129  0.02
H34 1.152 2.917 -0.932  0.01
H35 1.435 1.014 -2.558  0.00
H36 -0.573 -0.131 -3.504  0.00
H37 -2.868 0.453 -2.618  0.01
N1 2.592 3.072 5.110  0.00
C18 1.608 2.961 4.471  0.00
C19 0.392 2.837 3.703  0.00
C20 -0.854 2.655 4.325  0.00
C21 -1.991 2.496 3.540  0.00
C22 -1.838 2.612 2.152  0.00
N2 -0.674 2.884 1.584  0.00
C23 0.436 2.957 2.301  0.00
H38 -0.897 2.610 5.412  0.00
H39 -2.974 2.296 3.944  0.00
H40 -2.672 2.506 1.460  0.00
H41 1.362 3.139 1.743  0.00

Largest force on an atom ... 3.45 eV/A
Molecular weight ... 651.48 g mol⁻¹
Relative energy (zero: lowest compared OMol25 entry of this formula, charge and spin) ... 37.19 kcal per mole
Total charge ... +3
Orbital gap (spin up / spin down) ... 6.628 / 4.323 eV
Multiplicity ... 3


DFT (wB97M-V/def2-TZVPD) results for a cluster of 2 separate species, C3H6O3 in total in a non-equilibrium geometry.

Each line ends with the Mulliken charge.
Positions of all 12 atoms, in Å:
C1 -1.604 1.189 -1.016  -0.74
C2 -1.049 0.481 -0.028  0.11
O1 -1.174 -0.893 -0.029  -0.57
H1 -1.819 2.230 -0.804  0.24
H2 -1.974 0.771 -1.937  0.27
H3 -0.893 0.897 0.961  0.31
H4 -1.125 -1.242 0.858  0.37
O2 1.363 -0.420 1.514  -0.48
C3 2.142 -0.414 0.591  0.18
O3 2.023 -1.281 -0.415  -0.41
H5 3.033 0.221 0.611  0.35
H6 1.078 -1.536 -0.305  0.37

Largest force on an atom ... 2.57 eV/A
Molecular weight ... 90.08 g mol⁻¹
Relative energy (zero: lowest compared OMol25 entry of this formula, charge and spin) ... 39.14 kcal per mole
Total charge ... 0
SMILES ... C=CO.O=CO
Orbital gap ... 9.999 eV


DFT (wB97M-V/def2-TZVPD) results for a cluster of 2 separate species, C2H9N2 in total in a non-equilibrium geometry.

Each line ends with the Mulliken charge.
Positions of all 13 atoms, in Å:
N1 -1.639 1.294 -1.572  -0.83
H1 -1.121 -0.552 1.323  0.37
H2 -2.202 1.769 -0.867  0.29
H3 -1.183 1.822 -2.197  0.19
H4 -2.293 0.618 -2.015  0.26
C1 1.993 -0.803 0.672  -0.59
C2 0.701 -0.998 0.388  0.02
N2 -0.398 -0.004 0.864  -0.23
H5 2.416 0.063 1.216  0.25
H6 2.751 -1.418 0.068  0.24
H7 0.417 -1.680 -0.457  0.32
H8 -0.764 0.505 0.045  0.34
H9 0.070 0.653 1.474  0.38

Largest force on an atom ... 6.14 eV/A
Molecular weight ... 61.11 g mol⁻¹
Relative energy (zero: lowest compared OMol25 entry of this formula, charge and spin) ... 31.30 kcal per mole
Total charge ... +1
Orbital gap ... 11.461 eV


DFT (wB97M-V/def2-TZVPD) results for a structure of composition C41H40Cl3IrN5OS2Si in a non-equilibrium geometry.

Each line ends with the Mulliken charge.
Positions of all 94 atoms, in Å:
Ir1 -0.030 0.129 0.071  1.83
C1 0.601 -5.921 -3.470  -1.17
Si1 0.530 -4.056 -3.397  0.20
C2 2.124 -3.315 -4.023  -1.04
C3 -0.947 -3.434 -4.357  -0.90
C4 0.280 -3.571 -1.581  0.22
C5 0.218 -4.518 -0.561  0.17
C6 0.053 -4.155 0.774  -1.39
C7 -0.087 -2.820 1.080  -0.08
N1 -0.064 -1.899 0.116  -0.01
C8 0.151 -2.243 -1.174  -0.33
S1 0.286 -0.751 -2.105  -0.73
H1 0.736 -6.239 -4.506  0.34
H2 -0.319 -6.381 -3.105  0.33
H3 1.438 -6.323 -2.896  0.34
H4 2.343 -3.686 -5.027  0.36
H5 2.962 -3.584 -3.377  0.34
H6 2.067 -2.227 -4.068  0.31
H7 -0.916 -3.798 -5.386  0.50
H8 -0.973 -2.343 -4.386  0.31
H9 -1.873 -3.790 -3.901  0.17
H10 0.313 -5.569 -0.806  0.44
H11 0.031 -4.895 1.560  0.46
H12 -0.221 -2.461 2.093  0.51
C9 -2.062 0.246 3.922  -0.93
C10 -1.001 0.417 4.805  -0.77
C11 0.287 0.474 4.312  -1.00
C12 0.505 0.394 2.939  0.57
N2 -0.546 0.318 2.090  0.85
C13 -1.789 0.193 2.573  -0.59
C14 1.813 0.313 2.285  1.25
C15 3.022 0.441 2.966  -0.76
C16 4.217 0.332 2.278  -0.96
C17 4.203 0.089 0.910  -0.76
C18 2.999 -0.042 0.228  -0.61
C19 1.785 0.071 0.899  0.22
H13 -3.080 0.152 4.270  0.51
H14 -1.180 0.477 5.870  0.46
H15 1.128 0.556 4.984  0.49
H16 -2.570 0.052 1.839  0.55
H17 3.040 0.631 4.032  0.41
H18 5.157 0.433 2.804  0.42
H19 5.138 0.000 0.371  0.47
H20 3.003 -0.246 -0.837  0.49
N3 0.442 2.175 -0.410  -0.61
C20 0.711 3.280 0.506  0.22
C21 -0.030 3.444 1.663  0.53
C22 0.235 4.519 2.501  -1.25
C23 1.241 5.420 2.188  -0.52
C24 1.977 5.251 1.024  -0.69
C25 1.709 4.186 0.179  -0.58
H21 1.285 2.011 -0.957  0.44
H22 -0.272 2.477 -1.072  0.48
H23 -0.814 2.744 1.905  0.25
H24 -0.348 4.648 3.403  0.43
H25 1.449 6.252 2.846  0.42
H26 2.762 5.951 0.771  0.40
H27 2.284 4.054 -0.730  0.43
Cl1 -9.819 -2.639 -6.354  -0.20
C26 -8.691 -2.057 -5.179  0.36
C27 -9.112 -1.170 -4.201  -1.04
C28 -8.200 -0.718 -3.262  -0.12
C29 -6.874 -1.133 -3.283  -0.85
C30 -5.891 -0.637 -2.251  1.22
C31 -5.069 0.534 -2.784  -1.42
N4 -4.009 0.890 -1.846  0.19
C32 -4.105 1.793 -0.819  -0.89
C33 -2.941 1.696 -0.124  -0.58
N5 -2.131 0.746 -0.711  0.03
C34 -2.820 0.264 -1.728  -0.78
O1 -6.563 -0.205 -1.082  -0.53
C35 -6.278 -0.977 0.085  0.36
C36 -6.546 -2.436 -0.119  -0.15
C37 -5.582 -3.391 -0.245  0.59
Cl2 -3.882 -3.140 -0.157  0.05
S2 -6.213 -4.950 -0.565  -0.16
C38 -7.813 -4.337 -0.540  -0.43
C39 -7.845 -3.003 -0.296  -0.88
C40 -6.487 -2.017 -4.284  0.79
Cl3 -4.835 -2.567 -4.368  -0.08
C41 -7.378 -2.490 -5.232  -0.83
H28 -10.142 -0.844 -4.176  0.44
H29 -8.520 -0.042 -2.481  0.50
H30 -5.196 -1.447 -2.017  0.10
H31 -5.716 1.401 -2.911  0.31
H32 -4.621 0.288 -3.745  0.54
H33 -4.967 2.424 -0.695  0.48
H34 -2.615 2.285 0.717  0.51
H35 -2.477 -0.501 -2.405  0.75
H36 -6.926 -0.570 0.860  0.45
H37 -5.237 -0.823 0.390  -0.50
H38 -8.645 -5.003 -0.702  0.45
H39 -8.756 -2.424 -0.246  0.42
H40 -7.053 -3.182 -5.996  0.48

Largest force on an atom ... 1.08 eV/A
Molecular weight ... 1009.60 g mol⁻¹
Relative energy (zero: lowest compared OMol25 entry of this formula, charge and spin) ... 12.61 kcal per mole
Total charge ... +1
Orbital gap ... 7.868 eV


DFT (wB97M-V/def2-TZVPD) results for a structure of composition C19H23N3O9P2Re.

Each line ends with the Löwdin spin population.
Positions of all 57 atoms, in Å:
Re1 -0.626 -0.316 -0.944  0.99
C1 -3.772 -0.811 -1.492  0.00
O1 -2.657 0.099 -1.235  0.02
C2 -2.914 1.475 -1.131  -0.01
C3 -4.060 2.096 -1.584  0.00
C4 -4.172 3.464 -1.373  -0.02
C5 -3.172 4.179 -0.721  0.00
C6 -2.032 3.542 -0.260  -0.01
C7 -1.902 2.178 -0.481  0.00
N1 -0.829 1.353 -0.043  -0.06
N2 -0.172 1.791 1.047  0.01
C8 0.303 0.892 1.865  -0.03
C9 -0.183 -0.511 1.888  -0.01
O2 -0.809 -1.018 0.895  0.04
C10 -0.068 -1.265 3.080  0.00
C11 0.643 -0.765 4.120  0.00
C12 1.268 0.533 4.108  0.00
C13 2.018 0.970 5.199  0.00
C14 2.607 2.223 5.175  -0.01
C15 2.451 3.044 4.064  0.00
C16 1.709 2.622 2.971  -0.01
C17 1.109 1.368 2.991  0.00
H1 -4.564 -0.592 -0.781  0.00
H2 -4.106 -0.680 -2.518  0.00
H3 -3.371 -1.807 -1.340  0.00
H4 -4.849 1.548 -2.078  0.00
H5 -5.059 3.975 -1.720  0.00
H6 -3.288 5.242 -0.565  0.00
H7 -1.251 4.075 0.264  0.00
H8 -0.502 -2.254 3.092  0.00
H9 0.770 -1.371 5.010  0.00
H10 2.135 0.328 6.062  0.00
H11 3.191 2.561 6.020  0.00
H12 2.915 4.020 4.048  0.00
H13 1.603 3.258 2.103  0.00
C18 2.601 -1.822 -3.270  0.00
C19 2.160 -2.667 -2.072  0.00
O3 3.010 -3.808 -2.008  0.00
P1 0.434 -3.253 -2.224  0.00
O4 0.165 -3.892 -3.621  0.00
O5 0.222 -4.384 -1.171  0.00
O6 -0.518 -2.072 -2.082  0.02
P2 2.127 -1.780 -0.466  0.00
O7 3.569 -1.288 -0.086  0.00
O8 1.483 -2.722 0.488  0.00
O9 1.383 -0.434 -0.753  0.02
H14 2.014 -2.015 -4.167  0.00
H15 3.632 -2.095 -3.491  0.00
H16 2.579 -0.756 -3.047  0.00
H17 2.765 -4.380 -1.267  0.00
H18 0.466 -4.801 -3.767  0.00
H19 0.506 -4.047 -0.282  0.00
H20 4.186 -1.977 0.202  0.00
N3 -0.336 0.577 -2.905  0.01
H21 -0.482 -0.114 -3.639  0.00
H22 0.621 0.916 -3.002  0.00
H23 -0.951 1.367 -3.102  0.00

Largest force on an atom ... 0.44 eV/A
Molecular weight ... 685.56 g mol⁻¹
Relative energy (zero: lowest compared OMol25 entry of this formula, charge and spin) ... 4.31 kcal per mole
Total charge ... +2
Orbital gap (spin up / spin down) ... 6.358 / 6.512 eV
Multiplicity ... 2